Entry 1:
Here is a structure of composition C24H41BiF4N4O4Se3Si4Te2 from the OMol25 dataset. Energies are from ωB97M-V with the def2-TZVPD basis set.

multiplicity = 1
gap between HOMO and LUMO = 0.210 hartree
total energy = -10971.8110 hartree
LUMO level = 0.137 hartree
total charge = -2

The geometry in XYZ format:
```
87
C24H41BiF4N4O4Se3Si4Te2 | the OMol25 dataset | ωB97M-V with the def2-TZVPD basis set
Te 0.72 0.09 0.57
H 2.50 -0.26 -5.21
H -0.43 3.15 -0.48
H 2.23 2.53 -1.24
H -1.53 1.40 -1.53
H -0.36 2.05 -3.14
C 0.45 -4.24 -1.75
H 3.21 1.37 -5.15
C -1.14 5.05 4.57
H 3.73 0.15 1.17
H -1.89 4.11 -0.26
N -1.67 2.59 1.17
O 0.03 -4.18 6.56
N -1.85 -1.70 3.21
F -2.93 2.09 3.51
H -3.91 3.00 0.76
H -4.37 1.44 -2.53
C -0.91 -1.55 4.12
F -0.06 5.03 1.11
H 3.50 -3.82 -0.48
N -3.39 1.53 -0.67
H -4.92 0.26 -1.30
Si 3.74 -1.36 -0.80
C -1.91 3.90 4.58
C -1.77 -3.56 4.41
Si 1.87 0.93 -3.10
C -4.36 2.46 -0.08
H 2.60 -2.42 -4.53
H -3.37 0.02 -2.12
N -2.36 -2.91 3.39
C 5.08 -1.61 -2.10
C -0.57 5.38 3.36
C -2.20 2.20 -1.20
H -4.71 3.18 -0.84
H -2.05 -4.55 4.71
H -0.39 -1.49 -4.56
Si 0.83 -2.73 -2.77
C 3.61 -2.96 0.18
Se -5.25 -2.57 1.82
H 4.80 -2.34 -2.86
F -2.55 3.54 5.71
C 0.30 1.61 -3.89
H 3.92 0.04 -4.22
H 2.60 3.29 -2.80
Bi -2.04 0.23 1.34
H 0.86 -1.31 5.89
F 0.19 6.51 3.27
H 5.38 -0.37 0.77
C 2.98 0.48 -4.55
H 1.94 -4.06 -4.54
C 2.69 2.37 -2.22
H -3.17 -3.17 2.82
O 0.65 -0.07 5.08
Te -4.60 -2.86 -0.58
C -0.81 -2.71 4.92
C -2.09 3.13 3.45
H 0.57 2.38 -4.61
C -4.05 0.77 -1.72
H 1.30 -4.54 -1.14
H -1.49 -2.10 -3.32
H 4.57 0.91 -0.18
H 6.00 -1.96 -1.62
H -2.47 2.80 -2.08
H -5.20 1.88 0.29
H 2.74 -2.93 0.83
C -0.20 -0.23 4.18
H 3.75 2.17 -2.05
C 0.10 -3.08 6.03
C -0.61 -2.34 -3.91
H 3.11 -3.58 -3.31
H -1.00 5.65 5.46
H -0.83 -3.21 -4.53
H 0.19 -5.07 -2.42
O -0.51 0.62 3.30
H 4.50 -3.11 0.80
Se -2.22 -2.03 -0.51
C -1.49 3.10 -0.18
H -0.26 0.83 -4.40
H -0.40 -4.06 -1.09
C -0.72 4.61 2.23
C -1.47 3.42 2.21
Se -5.34 -0.27 2.16
O 0.98 -2.18 6.40
C 4.42 -0.04 0.35
C 2.26 -3.24 -3.90
Si 1.60 -0.83 -1.60
H 5.30 -0.68 -2.62
```

Entry 2:
Here is a structure of composition C24H41F16GaNO3 from the OMol25 dataset. Energies are from ωB97M-V with the def2-TZVPD basis set.

multiplicity = 1
gap between HOMO and LUMO = 0.212 hartree
total energy = -4742.1099 hartree
LUMO level = 0.067 hartree
total charge = -1

The geometry in XYZ format:
```
86
C24H41F16GaNO3 | the OMol25 dataset | ωB97M-V with the def2-TZVPD basis set
C 1.68 -1.05 -5.17
H 1.06 -1.17 -4.27
F 2.71 -0.23 -4.85
C -4.42 -0.66 5.30
F 0.95 -0.39 -6.09
H -1.80 5.10 1.65
C -4.21 0.52 4.29
H -0.15 5.68 2.19
C -5.16 -1.91 4.68
H 1.32 3.82 5.11
H 2.20 1.74 4.80
F 1.53 -1.18 -8.72
H -1.66 4.21 5.67
H 1.46 1.52 3.34
H 3.02 -3.74 -2.74
C 0.83 5.03 -0.29
C -2.48 2.19 5.39
H -3.41 -0.97 5.66
H -0.46 1.83 -4.47
H -6.15 -1.64 4.27
H -2.98 4.11 4.43
C 1.99 -4.21 -0.90
C 0.55 -1.96 -9.20
H 0.97 -2.57 -10.00
F 5.04 -2.27 2.60
F -0.39 -1.14 -9.73
H -5.73 -3.93 5.52
F 5.23 -4.05 0.56
C -0.11 4.53 -2.62
H 3.33 -3.13 3.11
H 0.26 -3.41 -5.48
C 1.17 -3.48 -6.07
H -4.52 1.77 6.14
F 3.11 -2.25 -6.64
F 1.34 -3.62 0.11
H -0.93 3.70 -0.10
F 3.70 -2.59 -1.30
F 2.90 -2.94 -4.59
H -5.09 0.70 3.62
H 0.22 5.15 -3.48
C 2.66 -3.22 -1.86
H -2.32 2.20 6.50
C -5.36 -2.94 5.87
H 0.51 3.25 0.91
H -4.54 -2.35 3.86
C 1.12 4.25 -1.66
O -0.69 3.28 -3.02
H 3.61 -6.21 1.15
H 1.09 2.54 -3.83
O 0.88 -3.66 -7.47
C 1.32 3.45 4.05
C -2.06 3.62 4.81
C 3.93 -2.95 2.22
H 2.32 -5.15 1.63
H 1.10 3.17 -1.38
F 1.77 -2.27 -2.24
C -0.12 4.11 0.55
H 1.63 -4.43 -5.79
C -4.01 1.85 5.15
O 2.89 -5.16 -0.39
H -6.07 -2.46 6.58
C 3.22 -5.20 1.01
Ga -0.61 3.38 3.36
H 1.81 5.18 0.22
H -1.82 1.37 5.00
C 0.04 2.77 -4.14
H 2.11 4.51 -2.10
H -4.51 2.68 4.60
F -0.79 -2.17 -7.22
N 2.06 2.15 3.88
H -0.87 1.95 2.62
H 0.36 6.02 -0.50
H 1.89 4.20 3.42
C 4.34 -4.27 1.55
C 2.21 -2.40 -5.65
F 1.06 -4.91 -1.58
H -4.37 -3.04 6.38
C -0.07 -2.85 -8.12
H -0.01 3.54 -4.95
H -3.28 0.38 3.69
C -0.74 4.80 1.83
F 5.01 -4.99 2.50
H -5.04 -0.33 6.16
F -0.93 -3.70 -8.72
F 3.26 -2.13 1.40
H -0.91 5.03 -2.02
```

Entry 3:
Here is a structure of composition C24H41F2IrN4P2S from the OMol25 dataset. Energies are from ωB97M-V with the def2-TZVPD basis set.

multiplicity = 2
gap between HOMO and LUMO (alpha / beta) = 0.189 / 0.194 hartree
ΔE to the lowest compared entry with this formula, charge and spin = 226.8 kJ/mol
total energy = -2542.0637 hartree
LUMO level (alpha / beta) = -0.433 / -0.428 hartree
total charge = +3

The geometry in XYZ format:
```
75
C24H41F2IrN4P2S | the OMol25 dataset | ωB97M-V with the def2-TZVPD basis set
H -3.18 -1.96 1.73
C 0.10 5.59 -1.73
C -0.37 4.86 -0.67
C 3.89 -2.43 -0.31
P -0.90 -1.04 -1.39
H -3.16 -2.97 -1.71
H -3.56 2.33 1.71
H 0.72 -0.59 -3.17
C 3.36 -1.13 1.72
C -3.60 -1.11 1.20
H -4.20 -0.28 -3.20
C 0.47 4.95 -2.93
C -0.78 0.78 -1.13
H -0.63 5.34 0.26
H 0.53 -2.33 -2.85
N -0.36 1.52 -2.09
F 0.78 -4.04 1.30
H 5.43 -1.70 3.39
H -3.38 0.99 3.94
H 5.55 -1.37 -1.20
N 3.67 -0.65 2.91
C 0.60 -1.34 -2.39
H -1.46 2.50 3.02
C 4.99 -0.71 3.54
H -4.68 -1.24 1.18
H 3.03 0.00 3.34
H 2.82 -2.53 -0.45
C -1.77 -0.79 -4.05
H 5.03 -2.21 1.44
H -2.59 -0.77 -4.77
F -1.31 -4.19 0.69
H 4.33 -1.88 -2.34
H -0.74 -4.08 2.63
H 6.88 0.29 3.43
C -0.81 1.63 2.94
H 4.36 -3.41 -0.40
H -3.23 0.72 -2.15
H 5.51 1.36 3.18
C 0.34 3.60 -3.08
C -2.71 -2.68 -2.66
H -3.23 -1.11 0.18
C -0.49 -3.67 1.64
H -0.78 1.12 3.91
H 0.20 1.97 2.69
C -2.35 -1.20 -2.70
H 6.02 0.26 1.89
H -3.97 1.41 0.26
H 4.86 -0.55 4.61
H 1.48 -1.31 -1.75
H -1.04 -1.50 -4.42
H -3.43 -2.90 -3.44
S 1.91 -0.48 0.99
C -3.25 0.20 1.91
H -4.11 -0.69 -1.51
H -2.84 -0.71 3.85
H -4.52 -0.29 3.56
H 0.61 3.10 -4.00
C -3.98 1.40 1.35
C -3.49 0.05 3.41
H 4.02 -0.49 -1.28
H -5.03 1.38 1.66
C -1.09 1.41 0.13
H 0.85 5.54 -3.75
P -1.39 0.46 1.68
Ir -0.33 -1.60 1.00
N -0.95 2.69 0.21
H 0.20 6.66 -1.66
H -1.35 0.21 -4.01
C -0.51 3.47 -0.77
C 4.48 -1.48 -1.34
H -1.84 -3.32 -2.83
N 4.13 -1.95 1.04
C -3.53 -0.31 -2.35
C -0.16 2.82 -2.03
C 5.90 0.37 2.97
```

Please write out number 1 again, unchanged.
Here is a structure of composition C24H41BiF4N4O4Se3Si4Te2 from the OMol25 dataset. Energies are from ωB97M-V with the def2-TZVPD basis set.

multiplicity = 1
gap between HOMO and LUMO = 0.210 hartree
total energy = -10971.8110 hartree
LUMO level = 0.137 hartree
total charge = -2

The geometry in XYZ format:
```
87
C24H41BiF4N4O4Se3Si4Te2 | the OMol25 dataset | ωB97M-V with the def2-TZVPD basis set
Te 0.72 0.09 0.57
H 2.50 -0.26 -5.21
H -0.43 3.15 -0.48
H 2.23 2.53 -1.24
H -1.53 1.40 -1.53
H -0.36 2.05 -3.14
C 0.45 -4.24 -1.75
H 3.21 1.37 -5.15
C -1.14 5.05 4.57
H 3.73 0.15 1.17
H -1.89 4.11 -0.26
N -1.67 2.59 1.17
O 0.03 -4.18 6.56
N -1.85 -1.70 3.21
F -2.93 2.09 3.51
H -3.91 3.00 0.76
H -4.37 1.44 -2.53
C -0.91 -1.55 4.12
F -0.06 5.03 1.11
H 3.50 -3.82 -0.48
N -3.39 1.53 -0.67
H -4.92 0.26 -1.30
Si 3.74 -1.36 -0.80
C -1.91 3.90 4.58
C -1.77 -3.56 4.41
Si 1.87 0.93 -3.10
C -4.36 2.46 -0.08
H 2.60 -2.42 -4.53
H -3.37 0.02 -2.12
N -2.36 -2.91 3.39
C 5.08 -1.61 -2.10
C -0.57 5.38 3.36
C -2.20 2.20 -1.20
H -4.71 3.18 -0.84
H -2.05 -4.55 4.71
H -0.39 -1.49 -4.56
Si 0.83 -2.73 -2.77
C 3.61 -2.96 0.18
Se -5.25 -2.57 1.82
H 4.80 -2.34 -2.86
F -2.55 3.54 5.71
C 0.30 1.61 -3.89
H 3.92 0.04 -4.22
H 2.60 3.29 -2.80
Bi -2.04 0.23 1.34
H 0.86 -1.31 5.89
F 0.19 6.51 3.27
H 5.38 -0.37 0.77
C 2.98 0.48 -4.55
H 1.94 -4.06 -4.54
C 2.69 2.37 -2.22
H -3.17 -3.17 2.82
O 0.65 -0.07 5.08
Te -4.60 -2.86 -0.58
C -0.81 -2.71 4.92
C -2.09 3.13 3.45
H 0.57 2.38 -4.61
C -4.05 0.77 -1.72
H 1.30 -4.54 -1.14
H -1.49 -2.10 -3.32
H 4.57 0.91 -0.18
H 6.00 -1.96 -1.62
H -2.47 2.80 -2.08
H -5.20 1.88 0.29
H 2.74 -2.93 0.83
C -0.20 -0.23 4.18
H 3.75 2.17 -2.05
C 0.10 -3.08 6.03
C -0.61 -2.34 -3.91
H 3.11 -3.58 -3.31
H -1.00 5.65 5.46
H -0.83 -3.21 -4.53
H 0.19 -5.07 -2.42
O -0.51 0.62 3.30
H 4.50 -3.11 0.80
Se -2.22 -2.03 -0.51
C -1.49 3.10 -0.18
H -0.26 0.83 -4.40
H -0.40 -4.06 -1.09
C -0.72 4.61 2.23
C -1.47 3.42 2.21
Se -5.34 -0.27 2.16
O 0.98 -2.18 6.40
C 4.42 -0.04 0.35
C 2.26 -3.24 -3.90
Si 1.60 -0.83 -1.60
H 5.30 -0.68 -2.62
```